Record 1
DFT (wB97M-V/def2-TZVPD) results for C2H5PS in the gas phase.

Atoms and positions in Å:
C -2.01 -0.07 -0.04
C -0.78 0.31 -0.29
P 2.15 0.39 -0.07
S 0.58 -0.98 0.01
H -2.70 0.76 0.12
H -2.29 -1.14 0.03
H -0.58 1.35 -0.24
H 2.40 -0.04 1.18
H 3.22 -0.58 -0.70

E_HOMO: -0.3186 Ha
Multiplicity: 1
Largest force on an atom: 0.0559 Eh/bohr
Energy relative to the best compared isomer or geometry (same formula, charge and spin): 0.7168 eV
Kohn-Sham gap: 9.582 eV
SMILES: C=CSP
DFT total energy: -818.67154 hartree


Record 2
DFT (wB97M-V/def2-TZVPD) results for 7 unconnected molecules or ions with the total composition C47H43NO17.

Atoms and positions in Å:
C 3.27 1.73 -0.62
O 2.41 2.62 0.08
C 1.16 2.05 0.40
C 1.26 0.86 1.38
C 0.33 -0.32 1.04
C 1.05 -1.64 0.79
C 1.87 -2.26 1.95
C 3.34 -2.50 1.61
C 4.34 -1.51 2.25
C 4.85 -1.98 3.60
N 5.07 -1.00 4.54
O 5.11 -3.14 3.81
C 1.63 -1.65 3.32
O 0.38 -2.23 3.72
C 0.42 -3.51 3.25
O -0.22 -4.40 3.70
O 1.27 -3.59 2.21
H 2.75 0.80 -0.87
H 4.14 1.48 0.00
H 3.60 2.20 -1.54
H 0.65 1.73 -0.52
H 0.56 2.85 0.83
H 1.05 1.23 2.39
H 2.30 0.53 1.39
H -0.18 -0.07 0.10
H -0.46 -0.43 1.78
H 0.32 -2.40 0.49
H 1.71 -1.49 -0.07
H 3.47 -2.45 0.53
H 3.62 -3.51 1.93
H 3.94 -0.50 2.31
H 5.22 -1.46 1.60
H 4.57 -0.14 4.40
H 5.05 -1.33 5.49
H 1.58 -0.57 3.39
H 2.40 -2.00 4.01
C 2.12 -3.11 -2.51
C 1.52 -4.23 -2.91
C 0.42 -4.19 -3.90
O -0.14 -5.20 -4.26
C 0.02 -2.87 -4.44
C 0.62 -1.75 -4.04
C 1.72 -1.78 -3.04
O 2.26 -0.76 -2.67
H 2.93 -3.11 -1.79
H 1.79 -5.20 -2.53
H -0.78 -2.86 -5.17
H 0.34 -0.77 -4.42
C 6.43 2.79 -5.04
C 5.84 3.40 -6.07
C 4.44 3.08 -6.45
O 3.90 3.62 -7.39
C 3.72 2.06 -5.65
C 4.31 1.45 -4.62
C 5.71 1.77 -4.23
O 6.24 1.22 -3.29
H 7.44 3.00 -4.74
H 6.34 4.14 -6.67
H 2.71 1.84 -5.96
H 3.80 0.70 -4.02
C -5.91 -1.76 -3.34
C -5.11 -1.05 -4.13
C -4.02 -1.69 -4.90
O -3.27 -1.03 -5.60
C -3.85 -3.15 -4.76
C -4.64 -3.87 -3.97
C -5.74 -3.23 -3.20
O -6.46 -3.88 -2.48
H -6.71 -1.32 -2.77
H -5.21 0.03 -4.24
H -3.05 -3.60 -5.34
H -4.53 -4.94 -3.85
C -3.25 1.40 6.65
C -2.26 2.10 6.10
C -1.11 1.42 5.46
O -0.21 2.05 4.93
C -1.09 -0.06 5.47
C -2.08 -0.77 6.02
C -3.23 -0.09 6.66
O -4.13 -0.72 7.17
H -4.09 1.87 7.13
H -2.25 3.18 6.08
H -0.24 -0.53 4.99
H -2.08 -1.85 6.03
C -6.99 1.64 11.65
C -6.00 2.33 11.09
C -4.85 1.65 10.45
O -3.95 2.29 9.94
C -4.84 0.17 10.45
C -5.83 -0.53 11.01
C -6.98 0.15 11.65
O -7.88 -0.48 12.16
H -7.84 2.11 12.12
H -5.99 3.42 11.07
H -3.99 -0.30 9.97
H -5.84 -1.61 11.02
C 0.82 3.84 -8.59
C 0.50 4.98 -9.20
C -0.50 5.01 -10.29
O -0.79 6.05 -10.85
C -1.15 3.73 -10.67
C -0.83 2.59 -10.06
C 0.17 2.56 -8.97
O 0.45 1.52 -8.40
H 1.56 3.78 -7.80
H 0.96 5.92 -8.94
H -1.88 3.78 -11.47
H -1.29 1.64 -10.31

E_HOMO: -0.3627 Ha
Multiplicity: 1
Largest force on an atom: 0.0119 Eh/bohr
Energy relative to the best compared isomer or geometry (same formula, charge and spin): 0.0000 eV
Kohn-Sham gap: 7.907 eV
SMILES: COCCCC[C@@]1(CCC(N)=O)COC(=O)O1.O=C1C=CC(=O)C=C1.O=C1C=CC(=O)C=C1.O=C1C=CC(=O)C=C1.O=C1C=CC(=O)C=C1.O=C1C=CC(=O)C=C1.O=C1C=CC(=O)C=C1
DFT total energy: -3150.41893 hartree


Record 3
DFT (wB97M-V/def2-TZVPD) results for a molecular structure, C45H37N2OP2S3Zr.

Atoms and positions in Å:
Zr -0.85 0.33 -0.38
C -0.28 -3.49 2.19
N -1.06 -2.31 1.76
P -0.46 -0.72 2.02
C 0.48 -0.62 3.51
C 1.76 -0.07 3.46
C 2.49 0.08 4.64
C 1.94 -0.35 5.84
C 0.67 -0.91 5.89
C -0.07 -1.04 4.73
C -1.98 0.26 2.13
C -3.24 -0.16 2.59
C -4.25 0.76 2.72
C -4.04 2.10 2.39
C -2.80 2.53 1.95
C -1.77 1.61 1.83
P -1.65 -2.20 0.13
C -3.44 -2.11 0.16
C -4.29 -2.93 0.90
C -5.65 -2.69 0.88
C -6.17 -1.64 0.12
C -5.33 -0.82 -0.61
C -3.96 -1.06 -0.59
C -1.13 -3.66 -0.78
C -1.90 -4.83 -0.70
C -1.50 -5.97 -1.37
C -0.35 -5.96 -2.14
C 0.41 -4.80 -2.25
C 0.02 -3.65 -1.57
H -0.10 -3.43 3.26
H 0.68 -3.58 1.68
H -0.86 -4.39 2.00
H 2.18 0.26 2.52
H 3.48 0.51 4.61
H 2.51 -0.23 6.75
H 0.25 -1.22 6.83
H -1.07 -1.46 4.76
H -3.40 -1.20 2.84
H -5.22 0.44 3.09
H -4.85 2.81 2.48
H -2.64 3.57 1.70
H -0.76 1.97 1.60
H -3.89 -3.72 1.52
H -6.32 -3.32 1.45
H -7.24 -1.47 0.11
H -5.73 0.00 -1.20
H -3.32 -0.42 -1.20
H -2.82 -4.85 -0.12
H -2.10 -6.87 -1.31
H -0.05 -6.85 -2.68
H 1.30 -4.79 -2.86
H 0.60 -2.75 -1.66
O -1.84 1.89 -1.06
C -1.23 2.13 -2.36
C -1.72 3.42 -2.92
C -1.53 3.91 -4.17
C -2.12 5.19 -4.34
C -2.73 5.63 -3.21
S -2.57 4.53 -1.92
C 0.27 2.10 -2.10
C 1.32 1.77 -2.91
C 2.59 2.02 -2.32
C 2.49 2.51 -1.05
S 0.85 2.76 -0.60
C -1.63 0.89 -3.15
C -1.07 -0.37 -2.99
C -1.90 -1.40 -3.55
C -3.04 -0.89 -4.07
S -3.14 0.81 -3.90
H -1.01 3.38 -4.96
H -2.10 5.75 -5.27
H -3.27 6.55 -3.07
H 1.19 1.39 -3.92
H 3.53 1.85 -2.81
H 3.28 2.79 -0.38
H -0.02 -0.54 -2.76
H -1.63 -2.44 -3.59
H -3.83 -1.42 -4.58
N 1.21 -0.57 -0.70
C 2.31 -0.91 -0.83
C 3.65 -1.33 -0.98
C 4.18 -1.47 -2.27
C 5.49 -1.88 -2.41
C 6.26 -2.16 -1.28
C 5.72 -2.02 0.00
C 4.41 -1.61 0.16
H 3.58 -1.25 -3.14
H 5.92 -1.99 -3.39
H 7.28 -2.48 -1.39
H 6.32 -2.24 0.87
H 3.98 -1.51 1.15

E_HOMO: -0.5651 Ha
Multiplicity: 1
Largest force on an atom: 0.0237 Eh/bohr
Energy relative to the best compared isomer or geometry (same formula, charge and spin): 0.7868 eV
Kohn-Sham gap: 5.813 eV
Total charge: +3
DFT total energy: -3845.24090 hartree


Record 4
DFT (wB97M-V/def2-TZVPD) results for 2 unconnected molecules or ions with the total composition C5H12NS.

Atoms and positions in Å:
C -0.95 0.74 -3.21
C 1.76 0.43 -0.01
C -1.83 -0.40 0.81
C 0.14 -0.49 2.18
C 0.25 0.14 -0.18
N -0.42 -0.23 0.85
S -0.36 1.28 -4.56
H -1.35 -0.27 -3.44
H 2.08 1.48 -0.38
H 2.37 -0.34 -0.70
H 2.19 0.27 0.96
H -2.13 -1.21 1.60
H -2.34 0.48 1.00
H -2.28 -0.70 -0.22
H 0.55 -1.46 2.23
H 0.85 0.31 2.45
H -0.74 -0.50 2.85
H -0.28 0.48 -1.17
H -0.30 2.67 -4.20

E_HOMO (spin up / spin down): -0.3833 / -0.5223 Ha
Multiplicity: 3
Largest force on an atom: 0.1074 Eh/bohr
Energy relative to the best compared isomer or geometry (same formula, charge and spin): 1.7673 eV
Kohn-Sham gap (spin up / spin down): 6.241 / 9.253 eV
Total charge: +1
DFT total energy: -650.18886 hartree